Here is C27H18F5IrN5S3 as an isolated structure at a distorted geometry from the OMol25 dataset. Energies are from ωB97M-V with the def2-TZVPD basis set.

```
59
Properties=species:S:1:pos:R:3:mulliken_spin:R:1
Ir -0.76 -0.63 0.28 1.0676
S -1.97 -0.67 2.58 -0.2601
C -2.99 -1.67 1.67 0.0311
N -2.73 -1.81 0.38 0.0184
C -3.58 -2.67 -0.23 -0.0194
C -3.54 -3.07 -1.57 -0.0021
C -4.47 -3.98 -2.00 0.0008
C -5.47 -4.48 -1.14 -0.0140
C -5.52 -4.10 0.19 0.0086
C -4.56 -3.21 0.65 -0.0150
S -4.36 -2.58 2.25 0.0107
H -2.77 -2.68 -2.22 0.0012
H -4.43 -4.33 -3.02 -0.0001
H -6.20 -5.17 -1.53 -0.0006
H -6.28 -4.48 0.85 0.0005
F 1.42 -1.37 2.71 0.0026
C 2.11 -0.90 1.65 0.0271
C 1.40 -0.55 0.52 0.1010
C 2.13 -0.11 -0.57 -0.0413
F 1.44 0.20 -1.70 0.0036
C 3.51 0.04 -0.55 -0.0161
F 4.18 0.51 -1.60 -0.0006
C 4.20 -0.33 0.61 0.0735
F 5.52 -0.23 0.65 0.0102
C 3.50 -0.81 1.72 -0.0063
F 4.15 -1.17 2.83 -0.0011
S -0.51 6.20 -0.35 0.0038
C -0.56 4.42 -0.18 0.0110
C -1.02 3.65 -1.24 -0.0056
C -1.16 2.29 -1.07 0.0072
N -0.92 1.68 0.09 -0.0141
C -0.47 2.41 1.11 0.0094
C -0.27 3.78 1.03 -0.0076
C 1.25 6.58 -0.35 0.0015
C 2.06 6.59 0.77 -0.0004
C 3.36 7.08 0.61 0.0001
N 3.79 7.49 -0.55 0.0000
C 3.06 7.44 -1.63 0.0002
C 1.74 6.99 -1.59 0.0000
H -1.26 4.11 -2.19 -0.0003
H -1.51 1.67 -1.89 -0.0002
H -0.28 1.90 2.04 0.0021
H 0.06 4.33 1.89 -0.0001
H 1.71 6.29 1.74 0.0000
H 4.04 7.17 1.45 0.0000
H 3.50 7.80 -2.55 0.0001
H 1.13 6.98 -2.47 0.0000
C 1.06 -6.03 1.13 0.0001
N 0.71 -4.86 0.36 0.0001
C 0.95 -4.67 -0.97 -0.0026
C 0.45 -3.43 -1.27 -0.0039
N -0.10 -2.89 -0.15 0.0275
C 0.08 -3.77 0.81 -0.0094
H 2.08 -6.34 0.89 0.0000
H 0.38 -6.85 0.90 0.0000
H 1.00 -5.80 2.19 0.0000
H 1.45 -5.39 -1.57 0.0001
H 0.48 -2.92 -2.21 0.0003
H -0.20 -3.64 1.84 0.0007
```

Results
E_HOMO (spin up / spin down) = -13.372 / -13.371 eV
Relative energy (zero: lowest compared OMol25 entry of this formula, charge and spin) = 381.4 kJ/mol
E_LUMO (spin up / spin down) = -9.5 / -9.6 eV
2S+1 = 2
Gap between HOMO and LUMO (spin up / spin down) = 3.91 / 3.74 eV
Total energy = -3111.02226 Ha
Total charge = +2